Entry 1:
This record from the OMol25 dataset describes 2 unconnected molecules or ions with the total composition C2H9N2O at a distorted geometry. The level of theory is ωB97M-V/def2-TZVPD.

The geometry in XYZ format:
```
14
Properties=species:S:1:pos:R:3:forces:R:3
C -0.885547 0.222008 -2.577403 0.046 -0.238 0.020
N -0.471902 -0.250508 -1.198720 -0.838 0.199 -0.894
H -1.864245 0.675674 -2.517948 -0.104 0.114 0.058
H -0.164179 0.939115 -2.940940 0.110 0.103 -0.021
H -0.927743 -0.623438 -3.257276 0.029 -0.023 0.071
H -1.240635 -0.147896 -0.527583 0.333 -0.057 0.135
H 0.294027 0.303728 -0.822636 0.029 -0.274 0.265
H -0.234149 -1.241412 -1.217577 0.269 0.130 0.237
C 0.344941 -0.240518 2.404288 -0.326 0.041 -0.318
N 1.578181 0.232888 2.618900 -0.523 -0.047 -0.129
O -0.276273 -0.116098 1.347417 0.532 0.101 0.213
H -0.115200 -0.773191 3.237446 0.124 -0.085 0.235
H 1.991760 0.178116 3.533094 0.100 0.037 -0.002
H 1.970969 0.841538 1.918944 0.219 -0.002 0.129
```
Forces are in eV/Å.

Results
HOMO-LUMO gap = 11.026 eV
Energy = -266.12837 Ha
HOMO level = -14.36 eV
Total charge = +1

***

Entry 2:
This record from the OMol25 dataset describes 2 unconnected molecules or ions with the total composition C2H9N2O at a distorted geometry. The level of theory is ωB97M-V/def2-TZVPD.

The geometry in XYZ format:
```
14
Properties=species:S:1:pos:R:3:forces:R:3
C 0.187095 0.485369 -1.185689 -0.960 -0.005 -0.659
N 0.326180 -0.125021 0.133189 -0.984 -0.486 0.973
C 0.204841 0.718792 1.160651 2.616 1.830 -0.667
N 1.003185 0.804634 2.199496 0.045 -0.153 0.813
H -0.566020 1.273230 -1.077903 0.480 0.389 -0.346
H -0.198381 -0.169530 -1.975657 0.186 -0.271 0.737
H 1.162798 0.813211 -1.525609 -0.011 0.484 0.135
H 0.015144 -1.086044 0.276616 0.684 -0.224 -0.313
H -0.198045 1.715760 1.008743 -1.074 -0.182 -0.443
H 1.862211 0.291208 2.347061 -0.382 -0.758 -0.157
H 0.964023 1.641548 2.781321 -0.400 -0.412 -0.175
H -1.503116 -2.838267 -1.686971 0.039 -0.226 -0.014
H -2.012034 -1.473184 -1.256289 -0.249 -0.022 -0.035
O -1.247875 -2.051701 -1.198958 0.013 0.036 0.152
```
Forces are in eV/Å.

Results
HOMO-LUMO gap = 10.329 eV
Energy = -266.08106 Ha
HOMO level = -14.98 eV
Total charge = +1

***

Entry 3:
This record from the OMol25 dataset describes 2 unconnected molecules or ions with the total composition C2H9N2O at a distorted geometry. The level of theory is ωB97M-V/def2-TZVPD.

The geometry in XYZ format:
```
14
Properties=species:S:1:pos:R:3:forces:R:3
C 0.145004 0.585244 -2.428482 1.142 -1.916 -1.343
N 0.616813 -0.191087 -1.223387 1.164 3.244 1.517
H 0.411813 1.560755 -2.217060 0.211 2.143 -0.016
H 0.790031 0.204395 -3.239889 -0.749 0.375 -0.018
H -0.929838 0.436981 -2.619824 0.601 -0.064 0.300
H 0.568164 0.422694 -0.375657 -0.060 -0.592 -1.278
H 1.532378 -0.617479 -1.112520 0.704 0.173 -1.124
H 0.006769 -0.899064 -1.102991 -2.734 -3.345 0.749
C -0.309124 0.172044 1.897101 -0.381 -0.611 2.604
N -0.931624 -0.661615 2.735673 1.320 -1.145 0.341
O 0.862701 -0.141367 1.504823 -0.828 0.031 0.130
H -0.670965 1.202811 1.671478 -0.127 -0.578 0.096
H -1.622796 -0.499109 3.491310 -0.115 1.096 -1.021
H -0.469325 -1.575202 3.019427 -0.149 1.189 -0.936
```
Forces are in eV/Å.

Results
HOMO-LUMO gap (spin up / spin down) = 12.618 / 7.957 eV
Energy = -265.56191 Ha
2S+1 = 2
HOMO level (spin up / spin down) = -22.43 / -22.25 eV
Total charge = +2

***

Entry 4:
This record from the OMol25 dataset describes 2 unconnected molecules or ions with the total composition C2H9N2O at a distorted geometry. The level of theory is ωB97M-V/def2-TZVPD.

The geometry in XYZ format:
```
14
Properties=species:S:1:pos:R:3:forces:R:3
C -1.124412 -0.095040 -0.324792 -0.362 -3.459 1.014
C -0.410710 0.977387 -0.455504 3.114 7.985 -1.838
N -0.624977 2.213787 0.164787 -1.231 -3.082 -1.442
N -0.478673 -1.382563 -0.496780 3.523 2.426 -1.621
H -2.007305 -0.148129 0.186900 -2.401 -0.093 1.254
H 0.278998 1.059318 -1.333666 0.369 -0.406 1.330
H -1.562988 2.193365 0.697361 2.125 1.236 -0.390
H 0.001945 3.047566 -0.107292 -1.543 -1.302 0.815
H -0.801576 -1.939758 0.234627 -1.012 -2.264 1.126
H -0.549433 -1.719669 -1.465499 -0.370 -0.750 0.248
H 0.633908 -1.279104 -0.258675 -2.109 -0.239 0.040
H 2.662967 -1.587082 0.315247 -0.595 0.203 -0.428
H 2.514541 -1.229752 1.645010 0.277 0.371 2.511
O 1.970652 -1.188675 0.886465 0.218 -0.625 -2.616
```
Forces are in eV/Å.

Results
HOMO-LUMO gap (spin up / spin down) = 11.232 / 7.632 eV
Energy = -265.57195 Ha
2S+1 = 2
HOMO level (spin up / spin down) = -20.41 / -20.43 eV
Total charge = +2

***

Entry 5:
This record from the OMol25 dataset describes C2H9N2OP in the gas phase at a distorted geometry. The level of theory is ωB97M-V/def2-TZVPD.

The geometry in XYZ format:
```
15
Properties=species:S:1:pos:R:3:forces:R:3
C -2.376815 -0.416987 0.463389 -2.371 -1.136 0.854
C -1.382598 0.452501 -0.242651 0.531 1.168 -0.134
O -0.164326 -0.192438 -0.499511 2.716 -0.460 0.734
P 1.217417 0.184517 0.535237 -1.786 -0.527 -0.832
N 1.944979 1.358415 -0.453068 -2.037 -0.983 -1.845
N 2.118821 -1.193618 0.101954 -0.780 -2.397 1.414
H -3.309636 0.149270 0.673264 0.545 0.106 -0.143
H -2.790985 -1.302743 -0.050914 0.637 0.406 -0.596
H -2.143502 -0.872755 1.448013 0.756 0.749 -0.414
H -1.082483 1.272178 0.494927 -1.171 -0.160 -1.336
H -1.758090 0.772725 -1.307720 0.375 -0.022 2.317
H 1.773771 1.151965 -1.455935 0.125 0.156 0.858
H 2.851762 1.704595 -0.358578 1.534 0.572 0.751
H 3.074652 -0.960821 -0.047359 0.761 -0.060 -0.172
H 2.027036 -2.106803 0.698951 0.165 2.586 -1.456
```
Forces are in eV/Å.

Results
HOMO-LUMO gap = 9.641 eV
Energy = -607.70880 Ha
HOMO level = -8.51 eV
Structure (SMILES) = CCOP(N)N

***

Entry 6:
This record from the OMol25 dataset describes 2 unconnected molecules or ions with the total composition C2H9N2OP3 at a distorted geometry. The level of theory is ωB97M-V/def2-TZVPD.

The geometry in XYZ format:
```
17
Properties=species:S:1:pos:R:3:forces:R:3
C -0.617458 0.970413 -2.170294 -0.622 -1.647 -1.275
C -0.081730 1.169852 0.587800 1.744 0.256 -2.955
N -0.738359 -1.315355 -0.558712 1.070 1.448 -3.062
N -0.171744 -1.433266 2.544627 0.439 0.820 0.329
O 2.306687 -0.729931 2.783296 0.332 0.001 -1.061
P 1.250964 -1.218200 1.836536 -0.047 -0.047 2.464
P 2.308585 -0.164967 -1.395956 -0.049 -0.434 0.564
P 0.289249 0.028261 -0.827097 -2.306 0.442 0.320
H -0.036327 1.857877 -2.426120 0.072 -0.131 -0.063
H -0.620379 0.234347 -3.100875 -0.307 1.743 1.711
H -1.683999 1.316712 -1.889086 1.746 -0.973 -0.293
H -0.977568 0.638052 0.753623 -1.379 0.446 1.519
H 0.753151 1.099010 1.238023 0.047 0.025 1.235
H -0.074417 2.179313 0.124060 -0.637 -0.601 0.497
H -0.792773 -1.925416 -1.384053 -0.143 0.158 0.972
H -1.011394 -1.666186 0.321802 0.077 -0.457 1.327
H -0.102488 -1.040516 3.562424 -0.037 -1.049 -2.229
```
Forces are in eV/Å.

Results
HOMO-LUMO gap (spin up / spin down) = 5.103 / 5.918 eV
Energy = -1290.29100 Ha
HOMO level (spin up / spin down) = -8.12 / -8.60 eV

***

Entry 7:
This record from the OMol25 dataset describes C2H9N2P in the gas phase at a distorted geometry. The level of theory is ωB97M-V/def2-TZVPD.

The geometry in XYZ format:
```
14
Properties=species:S:1:pos:R:3:forces:R:3
C -1.844489 -0.059320 -0.814828 1.236 3.165 0.629
C 2.217785 -0.374571 -0.476128 0.466 -0.759 0.293
N -1.701842 0.233903 0.609541 -1.981 -0.514 2.059
N 1.617494 -0.142548 0.820114 5.585 -0.935 -0.525
P 0.146673 0.400329 1.085580 -5.994 -1.587 -0.144
H -2.830372 0.142318 -1.252464 0.140 -0.059 0.423
H -1.107179 0.758422 -1.201943 -1.083 -1.833 -0.459
H -1.531905 -1.052647 -0.943256 0.554 -1.345 -1.197
H 2.198565 -1.542554 -0.727688 -0.194 2.280 0.498
H 1.701884 0.222739 -1.289006 0.653 -0.831 0.641
H 3.323234 -0.111527 -0.348716 -1.473 -0.337 -0.581
H -2.255955 -0.472312 1.190627 1.261 1.097 -0.855
H -0.007886 0.278769 2.497288 0.107 0.036 -0.697
H 0.073994 1.718998 0.850880 0.722 1.622 -0.083
```
Forces are in eV/Å.

Results
HOMO-LUMO gap (spin up / spin down) = 6.195 / 6.601 eV
Energy = -532.23984 Ha
2S+1 = 3
HOMO level (spin up / spin down) = -5.06 / -8.52 eV

***

Entry 8:
This record from the OMol25 dataset describes a molecular structure, C2H9N2S at a distorted geometry. The level of theory is ωB97M-V/def2-TZVPD.

The geometry in XYZ format:
```
14
Properties=species:S:1:pos:R:3:forces:R:3
C -1.441975 0.729863 -0.280188 0.312 -0.415 0.639
C -0.007286 0.262180 0.226231 -0.468 3.083 1.186
N 0.897334 0.273976 -0.801141 2.061 -0.013 -2.867
N -0.119599 -1.179110 0.642030 -0.960 -2.307 1.221
S 2.514324 -0.191658 -0.396226 -0.696 0.069 -0.397
H -2.112141 -0.153359 -0.306535 0.162 0.472 0.444
H -1.384430 0.962217 -1.347649 0.189 0.573 0.316
H -1.920342 1.548211 0.319727 0.645 -0.813 -0.665
H 0.648337 0.990930 1.248345 -2.720 -2.428 -2.631
H 0.730790 0.463849 -1.828462 -0.149 -0.061 2.148
H -0.040912 -1.815208 -0.235007 0.686 1.267 1.846
H -1.062473 -1.479770 1.015865 1.113 0.876 -0.011
H 0.593138 -1.317928 1.412384 -0.670 -0.664 -1.446
H 2.705234 0.905804 0.330620 0.494 0.360 0.216
```
Forces are in eV/Å.

Results
HOMO-LUMO gap = 9.924 eV
Energy = -588.96506 Ha
HOMO level = -13.47 eV
Total charge = +1

***

Per-record energy above the lowest of the compared OMol25 structures with the same formula, charge and spin, kcal per mole: 14.6; 44.3; 49.4; 43.1; 17.4; 89.4; 17.3; 65.8